The following is a quantum chemistry calculation of a single C6H12O molecule, from the OMol25 dataset.

Each atom is followed by the atoms it is bonded to, with distances in Å.
Atoms and positions in Å:
1 C 1.6048 1.2144 0.0103  C2 1.527, H8 1.094, H9 1.096, H10 1.099
2 C 0.7637 -0.0467 0.1909  C1 1.527, C3 1.534, C4 1.542, H11 1.102
3 C 1.4748 -1.2753 -0.3913  C2 1.534, H12 1.098, H13 1.098, H14 1.098
4 C -0.6365 0.1820 -0.4127  C2 1.542, C5 1.507, C6 1.553, H15 1.102
5 C -1.7159 -0.7609 0.0536  C4 1.507, O7 1.523, H16 1.096, H17 1.092
6 C -1.4392 1.3577 0.2073  C4 1.553, O7 1.722, H18 1.104
7 O -2.3888 0.1860 1.0391  C5 1.523, C6 1.722, H19 0.977
8 H 1.0429 2.0774 0.3803  C1 1.094
9 H 2.5577 1.1474 0.5482  C1 1.096
10 H 1.8326 1.3785 -1.0519  C1 1.099
11 H 0.6248 -0.2106 1.2720  C2 1.102
12 H 2.4496 -1.4349 0.0885  C3 1.098
13 H 1.6606 -1.1469 -1.4659  C3 1.098
14 H 0.8931 -2.1972 -0.2631  C3 1.098
15 H -0.5497 0.2903 -1.5061  C4 1.102
16 H -2.4807 -0.9405 -0.7110  C5 1.096
17 H -1.4616 -1.6760 0.5919  C5 1.092
18 H -2.2524 1.5881 -0.5023  C6 1.104
19 H -1.9799 0.2673 1.9222  O7 0.977

Values from the calculation:
Energy above the lowest of the compared OMol25 structures with the same formula, charge and spin ... 4.572 eV
Max |F| ... 0.8 eV/Å
Calculated total energy ... -310.8912 Ha
E_HOMO ... -7.41 eV

Which charges does natural (NBO) predict for the atoms? In e, they are:
1. C -0.6150
2. C -0.2123
3. C -0.6080
4. C -0.3524
5. C -0.0383
6. C -0.2573
7. O -0.5970
8. H 0.2396
9. H 0.2055
10. H 0.1956
11. H 0.1819
12. H 0.2126
13. H 0.2028
14. H 0.1985
15. H 0.2091
16. H 0.2087
17. H 0.1872
18. H 0.1219
19. H 0.5170